Molecular formula: C10H16N2O2S
Method: DFT, wB97M-V/def2-TZVPD

```
31
Properties=species:S:1:pos:R:3:forces:R:3:mulliken_charge:R:1
C 2.04216 -0.83239 1.99746 -1.3 0.9 0.1 -1.3314
C 1.55426 0.29139 0.97800 0.0 -2.4 0.8 -1.3730
C 0.42383 -0.14980 -0.02366 0.1 0.5 2.1 1.7880
C 0.80448 -1.28466 -0.93878 2.5 -0.1 1.1 -1.0197
C 2.10359 -1.19607 -1.67442 1.8 -0.9 -0.9 -1.3496
C -0.89207 -0.60968 0.65473 -1.9 -0.3 4.1 0.0868
O -0.97743 -0.74300 1.86778 1.0 -0.5 -0.7 -0.5961
N -2.13668 -0.72107 -0.01670 0.8 1.3 -2.6 0.2654
C -3.34880 -1.53149 0.36106 2.2 -0.3 2.5 -0.9390
C -2.18575 0.19127 -1.08636 -3.6 -1.2 -3.6 0.2963
O -3.11568 0.15430 -1.95206 2.6 0.0 3.0 -0.6380
N -1.21459 1.17588 -1.26086 1.4 0.6 2.3 -0.5779
C -0.08295 1.13572 -0.59162 -1.2 -0.6 -4.2 0.1561
S 0.99235 2.51224 -0.78191 -0.8 1.0 0.5 -0.0410
C -0.22859 3.72515 -0.09384 -0.7 -1.2 -0.4 -0.9395
H 3.01972 -0.47265 2.32386 -0.3 -0.1 0.8 0.4363
H 1.26270 -1.08255 2.80177 1.5 0.8 -1.0 0.2279
H 2.28141 -1.77592 1.52922 -0.2 -0.3 -0.6 0.3387
H 1.18735 1.18200 1.46036 0.0 0.0 0.8 0.5357
H 2.47648 0.63619 0.47114 -0.8 -0.3 -0.4 0.5269
H 0.85088 -2.27323 -0.46062 -0.6 0.5 0.4 0.4947
H 0.09973 -1.28996 -1.64131 -3.2 -0.5 -2.9 0.7039
H 2.07436 -1.87075 -2.61395 0.2 1.1 1.6 0.3228
H 2.47389 -0.21347 -1.93352 -0.6 0.5 -0.6 0.3077
H 2.93358 -1.50476 -1.01947 -0.2 -0.5 -0.2 0.3310
H -4.10083 -1.60865 -0.34997 -0.8 0.6 -2.0 0.3932
H -3.01354 -2.58478 0.50380 -0.1 0.8 0.3 0.3115
H -3.83760 -1.12981 1.28103 0.7 -0.4 -0.5 0.2874
H 0.23032 4.65691 0.06234 0.9 1.1 0.1 0.4231
H -1.11183 3.87156 -0.71824 0.3 -0.3 -0.2 0.3104
H -0.56476 3.34209 0.86470 0.1 0.0 0.1 0.2614
```
Positions in Å, forces in eV/Å.

Output
* HOMO: -9.38 eV
* structure (SMILES): CCC1(CC)C(=O)N(C)C(=O)N=C1SC
* relative energy (zero: lowest compared OMol25 entry of this formula, charge and spin): 2.401 eV
* orbital gap: 8.74 eV


Molecular formula: C10H16N3
Method: DFT, wB97M-V/def2-TZVPD

```
29
Properties=species:S:1:pos:R:3:forces:R:3:lowdin_spin:R:1
C 3.60453 -1.11941 -0.36623 2.0 3.5 -2.3 0.2025
C 3.66450 0.26784 -0.71135 3.4 -4.8 -1.0 0.3595
C 2.65752 -1.56122 0.47358 -2.2 -0.9 1.6 0.4108
C 2.72163 1.15284 -0.31006 -3.9 2.0 2.0 0.4069
C 1.66806 -0.64363 1.08665 -0.2 -0.2 0.4 0.0672
C 1.60695 0.73176 0.49252 2.4 0.2 -1.6 0.1029
C -2.39018 1.04124 -0.23008 0.0 1.2 -0.2 0.0004
C -2.99272 -0.80487 1.20227 -0.1 0.1 0.0 0.0001
C -1.96817 -1.16043 -1.10480 -0.1 0.1 0.0 0.0003
C -2.89542 -0.29493 -0.23894 -0.2 -1.1 0.0 -0.0001
N -1.98760 2.11526 -0.24709 -0.6 -0.2 -0.1 0.0042
N 0.54068 1.39517 0.78237 -1.4 0.4 1.4 0.3122
N 0.37338 2.75532 0.37170 0.1 -0.2 -0.4 0.0216
H 4.33700 -1.78708 -0.79031 0.1 -0.1 0.0 0.0016
H 4.48314 0.59903 -1.33221 0.0 0.0 -0.1 0.0140
H 2.60324 -2.60013 0.76201 0.0 -0.1 0.0 0.0168
H 2.80514 2.18266 -0.62754 0.0 0.1 -0.1 0.0167
H 0.67188 -1.08964 1.12284 -0.1 0.0 0.0 0.0155
H -3.38823 -1.81566 1.20423 0.0 -0.1 0.0 0.0000
H -3.65616 -0.17324 1.78847 0.0 0.0 0.1 0.0000
H -2.01236 -0.80759 1.67462 0.1 0.0 0.0 0.0001
H -2.32159 -2.18544 -1.09435 -0.1 -0.1 0.0 0.0000
H -0.95231 -1.14187 -0.71562 0.1 0.0 0.0 0.0004
H -1.95400 -0.80816 -2.13173 0.0 0.0 -0.1 0.0000
H -3.89632 -0.27538 -0.68835 0.1 0.1 0.1 0.0000
H 1.95418 -0.51009 2.14148 -0.2 0.0 0.2 0.0350
H -0.70191 2.73604 0.04167 0.9 0.3 0.1 0.0031
H 0.45172 3.37008 1.19056 0.1 -0.2 -0.2 0.0069
H 1.00912 3.07283 -0.37088 -0.2 0.0 0.2 0.0014
```
Positions in Å, forces in eV/Å.

Output
* HOMO (alpha / beta): -9.75 / -14.13 eV
* charge: +1
* relative energy (zero: lowest compared OMol25 entry of this formula, charge and spin): 0.000 eV
* spin multiplicity: 3
* orbital gap (alpha / beta): 7.23 / 7.88 eV


Molecular formula: C10H16N3O
Method: DFT, wB97M-V/def2-TZVPD

```
30
Properties=species:S:1:pos:R:3:forces:R:3:mulliken_charge:R:1
C 4.60997 0.13405 -1.73119 -1.1 -0.5 -1.0 -0.9642
N 3.53241 -0.29116 -0.89194 1.4 -2.1 1.9 0.4766
C 3.90538 -1.28571 0.12976 -0.6 0.1 -0.3 -0.8434
N 2.43629 0.25662 -1.02103 -3.0 2.0 -0.7 -0.2615
N 1.42612 0.16350 -0.30500 2.4 0.1 0.5 0.1154
C 0.19400 0.22940 -0.06023 -0.6 -0.4 -0.4 0.2474
C -0.69626 -0.60495 -0.83127 -0.5 0.8 1.2 -0.6040
C -1.98825 -0.70472 -0.50833 0.5 1.1 -0.1 -0.8073
C -2.67163 0.14198 0.53653 0.7 1.2 -0.6 1.4024
C -3.61719 -0.72552 1.37726 -0.1 1.7 -1.5 -1.8222
C -3.37415 1.24443 -0.35652 -2.0 -2.5 0.6 -1.5383
C -1.65772 0.79933 1.54846 -1.5 -0.4 -0.3 -0.8286
C -0.35247 1.20246 1.00270 1.4 -0.5 -0.1 0.5457
O 0.34381 2.12344 1.33393 -0.5 0.0 -0.1 -0.5233
H 4.31069 1.03730 -2.19046 -0.5 0.5 -1.4 0.4123
H 5.39676 0.46599 -1.15794 2.1 0.1 1.6 0.3606
H 4.86719 -0.72358 -2.33947 0.3 0.3 -0.6 0.3200
H 3.03700 -1.80105 0.47413 -0.9 0.3 0.8 0.3371
H 4.39500 -2.12668 -0.32725 1.0 0.1 -0.5 0.3555
H 4.50390 -0.79884 0.89861 -0.1 -0.3 0.1 0.3248
H -0.25840 -0.93173 -1.72669 0.2 -1.0 -1.1 0.5041
H -2.60338 -1.16799 -1.24533 -0.7 -0.7 -0.1 0.4444
H -4.28699 -1.21850 0.69180 -0.6 -0.3 0.3 0.4531
H -4.06706 -0.20765 2.21409 -0.5 0.3 -0.2 0.3765
H -2.92875 -1.37714 1.77803 1.0 -2.2 1.1 0.5292
H -4.29365 0.70977 -0.84059 1.7 1.3 0.5 0.3642
H -2.77887 1.79479 -1.04303 0.8 -0.2 -0.9 0.4060
H -3.72303 1.98921 0.30797 -0.9 0.7 0.8 0.4370
H -1.52632 -0.01450 2.29451 0.4 0.8 0.0 0.4173
H -2.13440 1.68745 1.98851 0.2 -0.5 0.2 0.3633
```
Positions in Å, forces in eV/Å.

Output
* HOMO: -13.28 eV
* charge: +1
* structure (SMILES): C[N+](C)=N/N=C1\C=CC(C)(C)CC1=O
* relative energy (zero: lowest compared OMol25 entry of this formula, charge and spin): 3.607 eV
* orbital gap: 8.77 eV


Molecular formula: C10H16N5
Method: DFT, wB97M-V/def2-TZVPD

```
31
Properties=species:S:1:pos:R:3:forces:R:3:mulliken_charge:R:1
C 3.72980 -1.09547 0.34529 -0.6 0.9 0.6 -0.7651
C -1.63942 -1.14191 2.29520 -1.0 -0.5 -2.7 -1.0741
C 3.39793 0.15572 1.02549 0.2 -2.5 -1.9 -0.3077
C 2.65869 -1.47933 -0.36601 0.2 3.3 2.0 -0.2008
C -2.55127 -1.33201 1.21722 -2.8 -0.7 4.1 0.1665
C -0.46226 -0.87488 1.62885 -1.5 1.1 -2.1 -0.1610
C -2.53776 -1.28066 -1.20551 -1.0 -1.7 0.3 -1.0032
C -0.77843 3.12488 -0.22744 2.0 -0.2 2.2 -1.0902
C 0.16425 1.04909 -1.38185 -3.1 3.3 0.4 -0.6563
C 0.65625 -0.26078 -0.96982 -1.1 -1.8 1.3 -0.3236
N 2.18996 0.48936 0.68352 0.6 2.2 1.3 -0.8966
N -1.99807 -1.10930 0.09475 0.4 1.2 -1.0 -0.3237
N 1.75238 -0.42589 -0.13472 -1.5 -2.0 -3.1 0.9453
N -0.77886 -0.79303 0.30911 5.1 0.3 -1.2 0.4131
N -0.18767 1.78170 -0.15406 0.2 0.2 -0.5 0.0554
H 4.62457 -1.60762 0.35348 1.8 -0.8 0.3 0.4913
H -1.94289 -1.19304 3.28590 0.1 -0.1 1.6 0.4752
H 4.09135 0.71619 1.58512 0.1 0.8 0.9 0.4882
H 2.47863 -2.22851 -1.03764 -0.5 -1.7 -1.4 0.4460
H -3.60519 -1.59826 1.17675 0.2 0.0 0.6 0.4347
H 0.45847 -0.38809 1.76979 1.0 -0.2 1.4 0.4439
H -3.43210 -0.71681 -1.44416 0.3 0.5 0.1 0.2579
H -1.73173 -1.20633 -1.86720 0.7 0.5 -1.3 0.3759
H -2.80713 -2.32698 -1.15313 -0.4 -0.4 -0.8 0.4729
H -1.60032 3.13012 0.46784 -0.5 0.4 0.0 0.3541
H -0.10878 3.99102 0.01330 -0.1 -0.9 0.2 0.2857
H -1.04570 3.37534 -1.18756 -1.2 0.1 -2.4 0.4281
H -0.84771 1.18753 -1.97604 1.8 -1.6 0.7 0.3849
H 0.81922 1.58691 -2.07984 0.8 -0.4 0.3 0.4120
H 0.60031 -1.08600 -1.68171 0.0 0.2 0.2 0.3023
H 0.43346 1.55702 0.61509 -0.1 0.8 -0.3 0.1687
```
Positions in Å, forces in eV/Å.

Output
* HOMO: -11.67 eV
* charge: +1
* relative energy (zero: lowest compared OMol25 entry of this formula, charge and spin): 3.823 eV
* orbital gap: 8.12 eV


Among the records above, which one has the highest relative energy (zero: lowest compared OMol25 entry of this formula, charge and spin)?
C10H16N5


relative energy (zero: lowest compared OMol25 entry of this formula, charge and spin) of number 3 (C10H16N3O)?
3.607 eV


Which of these has the highest relative energy (zero: lowest compared OMol25 entry of this formula, charge and spin)?
C10H16N5